Arrangement A

The following is a quantum chemistry calculation of one molecule with the formula C4H4N2O, from the Open Molecules 2025 dataset.

Geometry as ORCA input:
```
! RIJCOSX wB97M-V def2-TZVPD def2/J DEFGRID3
* xyz 0 1
O -0.48 1.99 -2.00
C -0.58 1.76 -0.74
C -0.20 0.59 0.03
N -0.20 0.31 1.34
C 0.36 -0.88 1.38
C 0.50 -1.40 0.15
N 0.06 -0.48 -0.77
H -0.89 2.51 0.09
H 0.33 -1.61 2.22
H 0.73 -2.37 -0.01
H 0.38 -0.44 -1.69
*
```

As for the SMILES: O=Cc1ncc[nH]1. As for the HOMO energy: -9.5 eV. The calculation puts the LUMO energy at -0.409 eV.

=====

Arrangement B

The following is a quantum chemistry calculation of a 2-piece molecular cluster, C4H4N2O overall, from the Open Molecules 2025 dataset.

Geometry as ORCA input:
```
! RIJCOSX wB97M-V def2-TZVPD def2/J DEFGRID3
* xyz 0 1
O 2.49 -1.45 -0.20
C 1.36 -1.05 -0.10
C 1.19 0.49 0.20
C -0.10 0.60 0.26
N -1.20 0.06 0.18
C -0.97 -1.30 -0.09
N 0.20 -1.82 -0.22
H 2.07 1.10 0.30
H -1.87 -1.89 -0.19
H -1.59 2.84 -0.38
H -1.58 2.44 0.24
*
```

As for the SMILES: O=C1C=C=NC=N1.[H][H]. As for the HOMO energy: -9.6 eV. The calculation puts the LUMO energy at -1.230 eV.

=====

Arrangement C

The following is a quantum chemistry calculation of one molecule with the formula C4H4N2O, from the Open Molecules 2025 dataset.

Geometry as ORCA input:
```
! RIJCOSX wB97M-V def2-TZVPD def2/J DEFGRID3
* xyz 0 1
N 2.64 1.02 0.87
C 1.82 0.41 0.22
C 1.03 -0.44 -0.58
O 0.09 -1.21 0.05
C -1.25 -0.78 -0.12
C -1.42 0.55 0.50
N -1.45 1.60 0.98
H 0.87 -0.18 -1.62
H 1.08 1.23 0.53
H -1.51 -0.71 -1.19
H -1.89 -1.51 0.36
*
```

As for the HOMO energy (alpha / beta): -8.6 / -8.6 eV. The calculation puts the LUMO energy (alpha / beta) at -0.340 / 0.057 eV.

=====

Arrangement D

The following is a quantum chemistry calculation of one molecule with the formula C4H4N2O, from the Open Molecules 2025 dataset.

Geometry as ORCA input:
```
! RIJCOSX wB97M-V def2-TZVPD def2/J DEFGRID3
* xyz 0 1
H -2.24 1.47 -1.06
N -1.26 1.48 -1.33
C -0.59 0.64 -0.67
C 0.87 0.50 -0.86
N 1.64 -0.16 -0.07
C 1.01 -0.85 0.97
C -0.32 -0.92 1.07
O -1.15 -0.21 0.26
H 1.29 0.99 -1.73
H 1.66 -1.40 1.65
H -0.87 -1.55 1.76
*
```

As for the SMILES: [H]/N=c1/cncco1. As for the HOMO energy: -9.1 eV. The calculation puts the LUMO energy at 0.071 eV.

=====

Stability summary: most stable arrangement D, least stable arrangement C.